# 1
Formula: C3H3NO
Source: the OMol25 dataset
Level of theory: wB97M-V/def2-TZVPD

Each line ends with the Löwdin charge.
CARTESIAN COORDINATES (ANGSTROEM)
1 O 0.3456 -1.6778 0.0143  -0.146
2 C 0.8854 -0.4976 0.0530  -0.150
3 C -0.3731 1.8045 0.0251  0.146
4 C 0.0008 0.6459 0.0291  -0.145
5 N -0.9456 -1.8257 0.0295  0.063
6 H 1.9386 -0.5325 -0.2286  0.127
7 H -0.5581 2.8637 0.0469  0.045
8 H -1.2935 -0.7806 0.0307  0.061

Cartesian forces (eV/Å) of the 6 atoms listed first:
O 0.3 -0.9 0.0
C -0.3 1.3 -0.6
C 0.5 -0.5 0.0
C 1.7 0.7 0.1
N -1.6 1.5 0.1
H -0.4 0.5 0.4

Properties
HOMO level (spin up / spin down), eV: -8.31 / -9.20
Strongest force on any atom, eV/A: 2.222
Frontier orbital gap (spin up / spin down), eV: 8.28 / 8.80
Molar mass, g mol⁻¹: 69.063
DFT total energy, Ha: -245.87763
Total charge: 0


# 2
Formula: C3H3Cl2NS
Source: the OMol25 dataset
Level of theory: wB97M-V/def2-TZVPD

Each line ends with the Löwdin charge.
CARTESIAN COORDINATES (ANGSTROEM)
1 C 0.5323 -0.7969 0.9921  -0.389
2 C -0.5937 -0.1497 1.2282  -0.685
3 C 0.0581 0.6729 -1.6938  -0.935
4 N 0.8114 -1.4815 -0.1309  -0.390
5 S 0.5124 -0.9117 -1.5539  0.977
6 Cl -1.1109 0.8884 2.4930  0.597
7 Cl -0.1242 2.0118 -0.6563  0.664
8 H 1.2568 -1.1830 1.7688  0.130
9 H -1.1771 0.1029 0.3271  0.009
10 H -0.1650 0.8467 -2.7742  0.022

Cartesian forces (eV/Å) of the 6 atoms listed first:
C 1.3 -1.5 3.6
C -1.1 1.6 -1.7
C 0.0 -0.8 -1.7
N 0.2 -0.4 -2.8
S -0.3 1.1 0.9
Cl 0.4 -0.4 0.6

Properties
HOMO level (spin up / spin down), eV: -8.20 / -8.20
Strongest force on any atom, eV/A: 4.095
Frontier orbital gap (spin up / spin down), eV: 7.54 / 7.54
Molar mass, g mol⁻¹: 156.037
DFT total energy, Ha: -1489.31660
Total charge: 0


# 3
Formula: C6H16N2
Source: the OMol25 dataset
Level of theory: wB97M-V/def2-TZVPD

Each line ends with the Löwdin charge.
CARTESIAN COORDINATES (ANGSTROEM)
1 C 2.5103 0.8886 0.8763  -0.120
2 C 1.6659 0.9110 -0.3822  -0.191
3 C 2.0419 1.6074 -1.4693  -0.178
4 C 1.2090 1.7401 -2.7557  -0.111
5 H 1.9078 1.3971 1.6284  0.057
6 H 2.7769 -0.1074 1.2493  0.064
7 H 3.4479 1.5081 0.7670  0.082
8 H 0.7506 0.3052 -0.3657  0.072
9 H 3.0016 2.1747 -1.4845  0.102
10 H 0.4360 0.9765 -2.7601  0.063
11 H 1.8338 1.7422 -3.6432  0.057
12 H 0.7280 2.7252 -2.7823  0.065
13 N -2.1228 -3.1051 0.5202  -0.024
14 C -1.3844 -1.8793 0.8218  -0.328
15 C -2.3449 -0.7264 0.8737  -0.329
16 N -1.5381 0.4519 1.0814  -0.023
17 H -2.7224 -3.3700 1.2966  0.061
18 H -1.4707 -3.8735 0.3141  0.071
19 H -0.6872 -1.7029 -0.0240  0.109
20 H -0.7604 -1.9214 1.7516  0.115
21 H -2.8474 -0.6538 -0.1082  0.121
22 H -3.1069 -0.8752 1.6616  0.110
23 H -2.0674 1.3081 0.8687  0.080
24 H -1.2573 0.4790 2.0645  0.075

Cartesian forces (eV/Å) of the 6 atoms listed first:
C 0.3 0.9 -0.3
C 1.1 0.0 -0.7
C -0.3 0.0 -0.3
C 0.4 0.4 1.2
H 0.1 -0.1 0.4
H -0.2 0.2 -0.2

Properties
HOMO level, eV: -8.82
Strongest force on any atom, eV/A: 1.368
Frontier orbital gap, eV: 9.85
Molar mass, g mol⁻¹: 116.208
DFT total energy, Ha: -347.67448
Total charge: 0


# 4
Formula: C4H5I2NO2
Source: the OMol25 dataset
Level of theory: wB97M-V/def2-TZVPD

Each line ends with the Löwdin charge.
CARTESIAN COORDINATES (ANGSTROEM)
1 C -1.2044 -0.1300 -0.1383  -0.297
2 C -1.4497 -1.4281 -0.4949  -0.755
3 C 2.1501 0.1004 -0.5781  -0.550
4 C -0.4637 0.2238 0.9715  -0.053
5 N -0.0579 1.5515 1.1674  -0.436
6 O 0.6145 1.7848 2.1618  0.055
7 O -0.3657 2.3900 0.3335  0.045
8 I -2.6803 -1.9232 -2.1071  0.818
9 I 1.4200 -1.4623 -1.6478  0.949
10 H -1.5188 0.6744 -0.7915  0.108
11 H -1.2029 -2.2592 0.1482  0.030
12 H 2.1139 1.0797 -1.0104  -0.024
13 H 2.7798 -0.1245 0.2655  -0.026
14 H -0.1349 -0.4774 1.7203  0.135

Cartesian forces (eV/Å) of the 6 atoms listed first:
C -0.1 0.4 0.0
C -0.7 -0.1 0.1
C -0.3 -0.6 0.1
C -0.1 -1.3 -0.6
N 0.3 0.8 0.1
O 0.0 0.0 0.1

Properties
HOMO level (spin up / spin down), eV: -8.59 / -8.63
Strongest force on any atom, eV/A: 1.392
Frontier orbital gap (spin up / spin down), eV: 6.55 / 7.87
Molar mass, g mol⁻¹: 352.897
DFT total energy, Ha: -955.80764
Total charge: 0


# 5
Formula: C34H38Br2CrN3O4
Source: the OMol25 dataset
Level of theory: wB97M-V/def2-TZVPD

Each line ends with the Löwdin spin population.
CARTESIAN COORDINATES (ANGSTROEM)
1 Cr -0.2144 0.1153 0.1277  3.275
2 C -3.9245 6.9928 -1.2816  0.000
3 C -3.4477 6.2851 -0.0133  -0.009
4 C -4.6659 5.9933 0.8807  -0.006
5 C -2.4714 7.2112 0.7312  -0.006
6 C -2.7515 4.9661 -0.3195  -0.075
7 C -2.2092 4.2176 0.7437  -0.004
8 C -1.6157 3.0379 0.4343  -0.041
9 Br -0.8448 1.9365 1.8100  -0.011
10 C -1.5102 2.4971 -0.8594  -0.020
11 O -0.9275 1.3089 -0.9996  -0.166
12 C -2.0332 3.2347 -1.9359  -0.064
13 C -2.6312 4.4521 -1.6089  0.008
14 C -1.9709 2.8263 -3.4135  -0.006
15 C -3.4040 2.7658 -3.9723  -0.004
16 C -1.1624 3.8960 -4.1721  -0.004
17 C -1.3097 1.4700 -3.6808  0.001
18 H -4.4106 7.9284 -1.0040  0.000
19 H -4.6569 6.3970 -1.8311  0.000
20 H -3.0937 7.2404 -1.9466  0.000
21 H -5.1636 6.9308 1.1333  -0.001
22 H -4.3791 5.5070 1.8157  0.000
23 H -5.3861 5.3543 0.3656  0.000
24 H -2.9622 8.1637 0.9347  -0.001
25 H -1.5817 7.4096 0.1301  0.000
26 H -2.1559 6.7946 1.6899  0.000
27 H -2.2606 4.5653 1.7674  0.001
28 H -3.0345 5.0364 -2.4217  0.001
29 H -3.9135 3.7274 -3.9064  0.000
30 H -4.0043 2.0256 -3.4383  0.000
31 H -3.3702 2.4814 -5.0252  0.000
32 H -1.6224 4.8823 -4.1085  0.000
33 H -1.1061 3.6252 -5.2277  0.000
34 H -0.1442 3.9695 -3.7831  0.000
35 H -1.8791 0.6465 -3.2421  0.000
36 H -0.2824 1.4275 -3.3150  0.000
37 H -1.2863 1.3085 -4.7589  0.000
38 O 1.5304 -0.4417 1.3301  0.030
39 C 1.2635 -1.1284 2.5696  0.003
40 C -0.0716 -1.8011 2.4280  0.008
41 C -0.4856 -2.7877 3.3025  -0.001
42 C -1.7449 -3.3383 3.1438  0.008
43 C -2.5592 -2.8847 2.1117  -0.001
44 C -2.0758 -1.9075 1.2763  0.010
45 N -0.8469 -1.3716 1.4228  0.003
46 H 2.3679 0.0329 1.3947  0.001
47 H 1.2348 -0.4156 3.3956  0.000
48 H 2.0448 -1.8593 2.7652  0.001
49 H 0.1758 -3.1161 4.0945  0.000
50 H -2.0899 -4.1133 3.8164  0.000
51 H -3.5513 -3.2859 1.9589  0.000
52 H -2.6831 -1.5182 0.4670  0.002
53 C 2.7203 0.8334 -1.4046  0.004
54 O 1.5856 -0.0432 -1.3976  0.035
55 C 1.4258 -0.8722 -2.4888  0.002
56 C 2.3441 -1.0042 -3.5069  0.001
57 C 2.0246 -1.8372 -4.5765  0.000
58 Br 3.2508 -1.9916 -5.9914  0.000
59 C 0.8414 -2.5412 -4.6172  0.000
60 C -0.0714 -2.4337 -3.5644  0.000
61 C 0.2375 -1.5796 -2.5237  0.002
62 O -0.6856 -1.3321 -1.4776  0.016
63 C -1.3208 -3.2107 -3.6375  0.000
64 N -1.7381 -3.7620 -4.7332  0.000
65 C -2.9190 -4.4072 -4.3978  0.000
66 C -3.7745 -5.1643 -5.1974  0.000
67 C -4.8915 -5.7072 -4.6016  0.000
68 C -5.1693 -5.5048 -3.2377  0.000
69 C -4.3367 -4.7574 -2.4335  0.000
70 C -3.2066 -4.2206 -3.0438  0.000
71 N -2.1816 -3.4153 -2.5717  0.000
72 H 3.6451 0.2656 -1.3133  0.000
73 H 2.6046 1.5011 -0.5526  0.001
74 H 2.7378 1.4289 -2.3160  0.000
75 H 3.2883 -0.4794 -3.5029  0.000
76 H 0.5936 -3.1942 -5.4422  0.000
77 H -1.5173 -1.0629 -1.9011  0.002
78 H -3.5507 -5.3169 -6.2448  0.000
79 H -5.5728 -6.3062 -5.1907  0.000
80 H -6.0616 -5.9431 -2.8108  0.000
81 H -4.5663 -4.5972 -1.3867  0.000
82 H -1.9405 -3.3178 -1.6017  0.000

Cartesian forces (eV/Å) of the 6 atoms listed first:
Cr 0.2 -0.2 -0.4
C 0.0 0.0 0.0
C 0.0 0.0 0.0
C 0.0 0.0 0.0
C 0.0 0.0 0.0
C 0.0 -0.1 -0.1

Properties
2S+1: 4
HOMO level (spin up / spin down), eV: -12.56 / -12.56
Strongest force on any atom, eV/A: 0.494
Frontier orbital gap (spin up / spin down), eV: 4.43 / 6.46
Molar mass, g mol⁻¹: 764.499
⟨S²⟩: 4.10
DFT total energy, Ha: -7975.66573
Total charge: +2


# 6
Formula: C9H13NSi
Source: the OMol25 dataset
Level of theory: wB97M-V/def2-TZVPD

Each line ends with the Löwdin charge.
CARTESIAN COORDINATES (ANGSTROEM)
1 C 0.2813 -2.8945 0.6919  -0.099
2 C -1.0673 -3.1645 0.7345  -0.076
3 C 0.7511 -1.8046 -0.0273  -0.017
4 C -1.8708 -2.3494 -0.0846  -0.115
5 C -0.1648 -0.9432 -0.6106  -0.379
6 C 1.4138 1.0371 -1.0047  -0.326
7 C 1.1361 2.4943 -0.6885  -0.327
8 C -1.3930 1.6681 0.5815  -0.137
9 C 0.1823 0.2771 -1.1263  -0.085
10 N -1.4424 -1.2714 -0.7780  0.121
11 Si 0.2360 2.4506 1.0380  0.617
12 H 0.9630 -3.6524 1.0637  0.105
13 H -1.5143 -3.8835 1.5588  0.142
14 H 1.8469 -1.7124 -0.1910  0.128
15 H -2.8667 -2.3931 -0.1207  0.058
16 H 2.0262 0.9166 -1.9487  0.140
17 H 2.0504 0.7126 -0.1406  0.096
18 H 2.1043 3.0493 -0.7123  0.079
19 H 0.5106 2.8587 -1.4538  0.048
20 H -1.9675 2.0265 -0.1930  -0.031
21 H -1.8549 0.9447 1.2468  0.006
22 H -0.5829 0.7806 -1.6611  0.102
23 H 0.8122 1.1522 1.8529  0.005
24 H 0.4105 3.7007 1.9732  -0.054

Cartesian forces (eV/Å) of the 6 atoms listed first:
C 0.9 -0.5 -0.8
C -1.8 -0.3 1.6
C 1.4 -1.3 0.7
C 3.4 1.4 0.2
C 0.5 -0.9 -0.4
C 2.3 -0.5 0.5

Properties
HOMO level (spin up / spin down), eV: -7.41 / -8.37
Strongest force on any atom, eV/A: 3.985
Frontier orbital gap (spin up / spin down), eV: 7.16 / 7.84
Molar mass, g mol⁻¹: 163.296
DFT total energy, Ha: -694.82468
Total charge: 0